(1)
C27H63N9O9 | wB97M-V/def2-TZVPD

The value obtained for the largest force on an atom is 6.91 eV Å⁻¹. Its spin multiplicity is 2. As for the charge: +1. As for the frontier orbital gap (spin up / spin down): 0.291 / 0.103 Ha. The value obtained for the HOMO energy (spin up / spin down) is -11.061 / -11.061 eV. As for the expectation value of S²: 0.78.

```
108
Properties=species:S:1:pos:R:3:forces:R:3
C 4.26949 2.37174 -3.88910 1.884 2.126 -6.158
O 4.63765 3.43725 -4.40142 0.181 -1.044 0.202
N 3.86678 2.27828 -2.71000 -1.370 -0.722 6.734
C 3.18568 1.07586 -2.20333 -0.578 1.355 -0.030
C 4.06575 3.37256 -1.73732 -0.343 -0.102 0.418
H 4.23589 1.44702 -4.48572 -0.098 -0.105 -0.008
H 2.15686 1.38120 -2.01253 -0.369 -0.047 -0.794
H 3.44540 0.79372 -1.18302 1.134 -0.312 -0.246
H 3.21234 0.28394 -2.95183 0.025 -0.019 0.393
H 3.18002 3.42957 -1.10461 -0.150 0.015 -0.005
H 4.90736 3.18443 -1.07069 0.136 -0.497 -0.070
H 4.26449 4.37727 -2.11037 -0.293 -0.450 -0.817
C -4.18437 1.55359 2.80138 -1.126 0.316 1.704
O -3.88700 1.76995 3.98628 0.178 -0.214 -1.457
N -5.36709 1.90802 2.21643 -0.109 0.946 0.667
C -5.50311 1.70815 0.82953 -0.539 -0.447 -2.883
C -6.28102 2.98326 2.72117 1.053 -0.575 1.141
H -3.54138 0.94781 2.14426 -0.076 0.089 -0.274
H -5.11000 2.49714 0.18839 0.589 0.323 0.250
H -6.52760 1.68782 0.45791 -0.451 -0.068 0.785
H -5.11585 0.77339 0.42411 0.509 -0.081 0.492
H -6.11158 3.07630 3.79390 -0.030 -0.058 -0.020
H -6.03887 3.95518 2.29125 0.053 -0.125 -0.336
H -7.33623 2.75535 2.57050 0.246 -0.277 -0.281
C 2.66137 3.33310 2.26476 -1.597 1.310 1.760
O 1.67972 3.86974 2.79560 0.453 -0.571 -0.775
N 3.80922 3.96037 2.00846 1.185 0.766 -0.789
C 5.00712 3.15199 1.81821 -0.686 -0.725 0.712
C 4.09814 5.39462 2.12969 -0.816 1.195 -0.683
H 2.61619 2.24534 2.10064 0.575 0.037 -0.456
H 4.65774 2.16918 1.50184 0.263 -0.224 0.258
H 5.39567 3.13132 2.83639 0.949 -0.534 -0.316
H 5.74936 3.44531 1.07581 -0.310 0.692 0.152
H 4.65821 5.84680 2.94821 0.611 -1.341 0.574
H 4.62344 5.68719 1.22053 0.057 -0.049 -0.031
H 3.24451 6.06855 2.20192 -0.720 -0.772 -0.422
C -0.99783 3.09006 -1.54748 -0.319 0.007 0.501
O -0.64399 3.28256 -2.69009 0.033 -0.442 0.106
N -0.63690 3.83860 -0.48052 -0.213 0.869 0.215
C -1.37951 3.76763 0.77822 -0.359 -0.601 0.480
C 0.27086 4.97897 -0.67205 -0.411 -0.473 0.192
H -1.62841 2.28589 -1.13775 -0.329 -0.329 -0.868
H -2.32215 3.22034 0.78097 -0.147 -0.193 -1.181
H -1.70044 4.73150 1.17325 0.602 0.262 -0.168
H -0.87618 3.19994 1.56085 0.785 0.473 0.161
H 0.47910 5.19370 -1.72020 -0.289 -0.426 -0.014
H -0.23836 5.84879 -0.25708 0.588 0.139 0.292
H 1.20533 4.68203 -0.19594 0.117 0.749 0.300
C -0.39248 0.12299 5.56660 1.827 1.303 3.699
O -0.66337 -0.60619 6.49195 -0.681 -1.153 0.629
N -0.79678 -0.10402 4.35308 -1.642 1.753 -4.070
C -0.49688 0.83398 3.28783 1.234 -0.112 -0.360
C -1.61983 -1.15907 3.86371 -0.145 -0.827 1.201
H 0.24200 0.99929 5.77093 -0.176 0.050 -0.667
H -0.28078 0.21303 2.41845 -0.477 0.216 -0.215
H 0.40813 1.42026 3.44698 -0.191 0.226 0.534
H -1.35195 1.48501 3.10580 -0.245 -0.028 0.056
H -2.16246 -1.64423 4.67506 0.327 -0.172 -0.054
H -2.32005 -0.83690 3.09299 0.403 0.241 -0.099
H -0.79102 -1.74987 3.47369 -0.509 -1.095 -0.537
C -1.49628 -0.57420 -0.33392 -0.829 0.276 1.568
O -2.12663 0.39560 0.09144 0.504 0.017 -0.249
N -0.15393 -0.70005 -0.33348 0.620 -2.474 0.066
C 0.39201 -2.08775 -0.58312 0.205 0.026 -1.498
C 0.76025 0.32111 0.15412 -0.628 0.598 -0.673
H -2.07566 -1.48309 -0.55845 0.473 -0.089 -0.597
H 0.74512 -2.83610 0.12637 0.191 1.211 1.822
H 1.22697 -2.03509 -1.28182 -0.140 0.278 -0.275
H -0.31386 -2.79446 -1.01949 -0.695 1.001 -0.658
H 1.26742 -0.05409 1.04300 0.213 0.337 -0.020
H 1.44440 0.71573 -0.59709 0.261 -1.105 0.058
H 0.21396 1.25606 0.27871 -0.477 -0.197 0.884
C -4.82954 -2.60671 0.10968 0.511 0.618 0.432
O -4.24976 -3.15646 -0.81992 -0.502 0.260 1.246
N -4.68959 -2.86826 1.45498 1.740 1.089 -1.117
C -5.13309 -2.05183 2.58102 -1.155 -0.932 -0.443
C -3.68403 -3.78125 1.90864 0.330 -0.507 0.586
H -5.50402 -1.74600 -0.01864 -0.233 -0.137 -0.325
H -4.34687 -1.84289 3.30649 0.334 0.405 -0.489
H -5.75390 -2.76482 3.12355 -0.668 0.591 0.420
H -5.67179 -1.15566 2.27317 -0.056 -0.143 0.100
H -4.27425 -4.56079 2.39035 0.898 -0.908 -0.209
H -2.89466 -4.02777 1.19853 -0.889 -0.686 -0.599
H -3.06194 -3.34416 2.68970 -0.280 0.388 0.416
C 3.33764 -2.30341 -4.05103 1.981 1.297 -0.515
O 2.16884 -2.24145 -3.76443 -0.883 -1.205 0.332
N 4.18729 -3.30520 -4.40722 -2.648 -0.721 1.002
C 5.58176 -3.01042 -4.61457 0.916 0.572 -0.096
C 3.66435 -4.68945 -4.26065 1.333 -0.815 -0.319
H 3.89917 -1.35636 -4.05284 0.309 0.248 -0.158
H 5.74322 -2.03483 -5.07312 -0.614 -0.181 -0.967
H 6.07075 -3.79584 -5.19084 -0.164 0.164 -0.048
H 6.20164 -2.77574 -3.74926 -0.294 -0.984 0.918
H 3.75419 -5.27393 -5.17629 -0.108 0.396 -0.396
H 4.30244 -5.26162 -3.58719 0.096 0.224 0.387
H 2.64267 -4.83681 -3.91056 0.069 0.911 -0.038
C -0.12313 -6.15913 -3.58396 3.774 -3.576 -2.145
O 0.82865 -6.99606 -3.50336 -2.260 2.117 -0.365
N -0.50807 -5.38586 -2.63603 -1.399 1.525 3.321
C 0.17569 -5.35537 -1.33438 -0.721 -1.024 0.031
C -1.74383 -4.65204 -2.79837 -0.007 1.916 -0.607
H -0.65306 -5.91674 -4.51810 0.003 -0.680 -0.139
H 0.55831 -6.36034 -1.15622 0.472 0.188 -0.157
H -0.54817 -5.21745 -0.53119 -0.270 0.267 -0.144
H 0.95169 -4.59840 -1.22075 0.111 -0.130 -0.484
H -2.33531 -4.90429 -3.67850 0.267 -0.724 0.094
H -2.43054 -4.60189 -1.95338 0.349 -0.444 0.244
H -1.44684 -3.63103 -3.03807 -0.245 0.495 0.276
```
Forces are in eV/Å.

=====

(2)
C3H7N | wB97M-V/def2-TZVPD

As for the SMILES: CN1CC1. The value obtained for the largest force on an atom is 0.55 eV Å⁻¹. As for the frontier orbital gap: 0.376 Ha. The value obtained for the HOMO energy is -8.949 eV.

```
11
Properties=species:S:1:pos:R:3:forces:R:3
C -0.83010 -0.53201 1.03037 -0.083 0.008 0.167
N 0.28940 0.24363 0.51916 -0.103 0.133 0.092
C 1.12645 -0.15402 -0.60620 0.256 0.046 0.011
C 0.08111 0.87978 -0.76252 -0.138 0.318 -0.179
H -1.16492 -1.36426 0.39677 0.091 0.089 -0.124
H -1.66874 0.15983 1.17347 0.089 -0.153 -0.124
H -0.60487 -0.92237 2.02650 0.195 -0.098 -0.187
H 2.13140 0.23961 -0.50535 0.102 -0.275 -0.024
H 1.07639 -1.10282 -1.14073 -0.413 0.036 0.362
H 0.40082 1.91617 -0.83277 -0.196 -0.048 -0.014
H -0.83693 0.63646 -1.29870 0.201 -0.057 0.019
```
Forces are in eV/Å.

=====

(3)
C5H9IO | wB97M-V/def2-TZVPD

The value obtained for the largest force on an atom is 2.34 eV Å⁻¹. As for the frontier orbital gap (spin up / spin down): 0.305 / 0.251 Ha. The value obtained for the HOMO energy (spin up / spin down) is -7.889 / -7.191 eV.

```
16
Properties=species:S:1:pos:R:3:forces:R:3
C -0.00066 0.93192 0.17476 -0.742 -2.204 0.299
C 1.24719 1.22932 0.29055 0.433 -0.023 0.020
C 1.94728 2.55014 0.22284 0.061 0.075 0.068
C -1.16822 -2.02574 -0.94987 -0.199 0.035 0.070
C -0.96061 -1.57452 0.44872 0.491 2.015 -0.153
O -2.06649 -1.34090 1.17280 0.028 -0.349 -0.242
I 2.67691 -0.39236 0.64728 -0.166 0.215 -0.049
H -0.87303 1.53745 0.03014 -0.155 0.399 -0.111
H 1.22455 3.33239 -0.01680 0.025 -0.022 0.009
H 2.72515 2.53605 -0.54172 0.011 0.040 0.039
H 2.41321 2.78132 1.18430 0.032 0.010 -0.100
H -2.21057 -2.30835 -1.08215 -0.065 -0.094 -0.043
H -0.94238 -1.24186 -1.66996 0.031 0.047 0.047
H -0.52192 -2.87069 -1.17608 0.023 -0.105 0.004
H -0.03395 -1.78517 0.95690 0.034 -0.031 0.209
H -1.84775 -1.08105 2.07530 0.161 -0.007 -0.066
```
Forces are in eV/Å.